{"formula": "C3H6O2", "method": "wB97M-V/def2-TZVPD", "species": ["C", "O", "C", "C", "O", "H", "H", "H", "H", "H", "H"], "positions_angstrom": [[-1.37, 0.57, -0.06], [-0.80, -0.40, 0.78], [0.35, -0.86, 0.13], [1.52, 0.10, -0.04], [2.67, -0.27, -0.05], [-0.92, 1.55, 0.09], [-1.15, 0.24, -1.10], [-2.43, 0.62, 0.20], [0.07, -0.92, -0.96], [0.69, -1.74, 0.69], [1.24, 1.13, -0.35]], "multiplicity": 1, "e_tot_ev": -7301.5330, "charge": 0, "fmax_ha_per_bohr": 0.029, "smiles": "COCC=O"}


{"formula": "C46H56AsBIKN10S", "method": "wB97M-V/def2-TZVPD", "species": ["K", "C", "C", "C", "C", "N", "N", "B", "N", "N", "C", "C", "C", "C", "C", "C", "C", "C", "C", "C", "N", "N", "C", "C", "C", "C", "C", "C", "C", "C", "C", "C", "C", "C", "C", "C", "C", "C", "H", "H", "H", "H", "H", "H", "H", "H", "H", "H", "H", "H", "H", "H", "H", "H", "H", "H", "H", "H", "H", "H", "H", "H", "H", "H", "H", "H", "C", "C", "N", "C", "S", "N", "N", "C", "C", "C", "C", "C", "C", "C", "N", "H", "H", "H", "H", "H", "H", "H", "H", "H", "H", "H", "H", "H", "I", "C", "C", "As", "C", "C", "C", "C", "H", "H", "H", "H", "H", "H", "H", "H", "H", "H", "H", "H", "H", "H", "H"], "positions_angstrom": [[-0.02, -0.16, 0.63], [0.19, -1.30, -5.98], [0.88, -0.90, -4.70], [2.20, -0.52, -4.71], [2.57, -0.37, -3.36], [1.55, -0.64, -2.58], [0.48, -0.97, -3.37], [-0.76, -1.21, -2.39], [-0.99, -2.73, -2.06], [-0.94, -3.00, -0.73], [-1.11, -4.31, -0.60], [-1.32, -4.91, -1.86], [-1.23, -3.87, -2.76], [-1.38, -3.93, -4.24], [-1.05, -4.95, 0.73], [-0.48, -6.21, 0.88], [-0.39, -6.81, 2.13], [-0.87, -6.15, 3.25], [-1.42, -4.88, 3.12], [-1.52, -4.29, 1.87], [-2.16, -0.46, -2.52], [-2.65, -0.18, -1.27], [-3.81, 0.41, -1.44], [-4.11, 0.56, -2.81], [-3.04, -0.03, -3.46], [-2.91, -0.17, -4.93], [-4.65, 0.78, -0.28], [-4.53, 0.08, 0.92], [-5.37, 0.37, 1.99], [-6.32, 1.38, 1.88], [-6.42, 2.10, 0.70], [-5.60, 1.80, -0.38], [3.87, 0.00, -2.78], [4.84, 0.66, -3.53], [6.08, 0.98, -2.97], [6.35, 0.65, -1.65], [5.38, 0.02, -0.89], [4.15, -0.31, -1.45], [0.96, -1.62, -6.67], [-0.34, -0.47, -6.45], [-0.50, -2.12, -5.87], [2.82, -0.41, -5.59], [-0.36, -0.78, -1.36], [-1.51, -5.95, -2.08], [-1.89, -4.86, -4.52], [-0.42, -3.90, -4.75], [-1.99, -3.10, -4.61], [-0.08, -6.72, 0.00], [0.07, -7.79, 2.23], [-0.79, -6.60, 4.23], [-1.75, -4.33, 3.99], [-1.91, -3.28, 1.76], [-4.99, 0.99, -3.27], [-3.90, -0.21, -5.38], [-2.40, -1.08, -5.20], [-2.37, 0.67, -5.37], [-3.78, -0.70, 1.00], [-5.27, -0.19, 2.91], [-6.96, 1.62, 2.72], [-7.14, 2.91, 0.61], [-5.67, 2.37, -1.29], [4.62, 0.93, -4.56], [6.82, 1.50, -3.57], [7.31, 0.92, -1.21], [5.57, -0.22, 0.16], [3.37, -0.79, -0.85], [4.19, 5.13, -0.17], [2.87, 5.24, 0.59], [1.76, 4.51, -0.03], [1.69, 3.12, -0.08], [0.66, 2.45, -1.26], [2.45, 2.54, 0.85], [2.35, 1.19, 0.94], [3.18, 0.62, 1.73], [4.20, 1.37, 2.54], [3.10, -0.86, 1.85], [3.79, -1.56, 2.84], [3.63, -2.94, 2.93], [2.82, -3.60, 2.02], [2.21, -2.83, 1.04], [2.34, -1.51, 0.95], [4.98, 5.72, 0.30], [4.07, 5.47, -1.21], [4.50, 4.08, -0.20], [2.57, 6.29, 0.67], [3.00, 4.85, 1.60], [1.39, 4.91, -0.87], [5.21, 0.95, 2.41], [3.96, 1.33, 3.61], [4.20, 2.41, 2.22], [4.40, -1.03, 3.55], [4.13, -3.49, 3.72], [2.65, -4.67, 2.07], [1.56, -3.29, 0.29], [-0.72, -1.25, 3.81], [-2.38, 2.03, 5.35], [-3.05, 1.87, 3.99], [-1.88, 1.89, 2.39], [-2.90, 3.37, 1.54], [-2.44, 3.74, 0.13], [-0.46, 3.12, 3.04], [0.70, 2.49, 3.81], [-3.12, 1.99, 6.15], [-1.85, 2.98, 5.43], [-1.66, 1.22, 5.52], [-3.78, 2.67, 3.84], [-3.59, 0.93, 3.95], [-2.86, 4.24, 2.20], [-3.95, 3.05, 1.52], [-1.39, 4.04, 0.10], [-3.04, 4.57, -0.28], [-2.53, 2.89, -0.56], [-0.94, 3.90, 3.63], [-0.08, 3.59, 2.13], [0.37, 2.02, 4.74], [1.46, 3.25, 4.05], [1.19, 1.71, 3.23]], "multiplicity": 1, "e_tot_ev": -160294.2308, "charge": -2, "fmax_ha_per_bohr": 0.020}


{"formula": "C3H5NO2", "method": "wB97M-V/def2-TZVPD", "species": ["C", "N", "C", "O", "C", "O", "H", "H", "H", "H", "H"], "positions_angstrom": [[-0.57, 1.11, 0.38], [0.02, -0.14, -0.05], [-0.03, -1.45, 0.79], [0.25, -1.63, 1.94], [0.80, -0.11, -1.19], [1.07, 0.90, -1.81], [-1.24, 1.54, -0.38], [0.22, 1.83, 0.59], [-1.15, 0.91, 1.28], [-0.55, -1.87, -0.04], [1.18, -1.10, -1.50]], "multiplicity": 1, "e_tot_ev": -8775.7091, "charge": 0, "fmax_ha_per_bohr": 0.062, "smiles": "CN(C=O)C=O"}


{"formula": "C24H60F12N4O8P", "method": "wB97M-V/def2-TZVPD", "species": ["C", "C", "C", "O", "C", "N", "H", "H", "H", "H", "H", "H", "H", "H", "H", "H", "H", "H", "C", "C", "C", "O", "C", "N", "H", "H", "H", "H", "H", "H", "H", "H", "H", "H", "H", "H", "C", "C", "C", "O", "C", "N", "H", "H", "H", "H", "H", "H", "H", "H", "H", "H", "H", "H", "C", "C", "C", "O", "C", "N", "H", "H", "H", "H", "H", "H", "H", "H", "H", "H", "H", "H", "P", "F", "F", "F", "F", "F", "F", "C", "O", "O", "C", "F", "F", "F", "C", "C", "H", "H", "H", "H", "H", "H", "C", "O", "O", "C", "F", "F", "F", "C", "C", "H", "H", "H", "H", "H", "H"], "positions_angstrom": [[0.09, 3.50, -7.01], [0.33, 2.00, -7.03], [0.40, 1.33, -5.66], [0.14, -0.05, -5.80], [0.01, -0.79, -4.59], [-0.78, 1.37, -7.81], [-0.65, 0.33, -7.66], [-1.65, 1.67, -7.36], [-0.84, 1.67, -8.76], [0.18, 3.93, -8.02], [0.85, 3.98, -6.43], [-0.88, 3.78, -6.52], [1.21, 1.76, -7.59], [-0.37, 1.83, -5.06], [1.38, 1.59, -5.25], [-0.12, -1.87, -4.76], [-0.75, -0.33, -3.95], [0.94, -0.63, -4.09], [-1.58, 0.26, 4.13], [-0.99, 1.27, 3.17], [-1.01, 2.72, 3.74], [-1.33, 3.83, 2.88], [-2.45, 3.53, 2.06], [0.39, 0.87, 2.87], [0.91, 1.64, 2.47], [0.91, 0.62, 3.74], [0.48, -0.79, 1.56], [-2.66, 0.13, 3.95], [-1.36, 0.34, 5.21], [-1.10, -0.65, 3.78], [-1.60, 1.23, 2.24], [0.00, 2.92, 4.15], [-1.70, 2.65, 4.59], [-2.73, 2.48, 2.11], [-2.14, 3.71, 1.02], [-3.23, 4.29, 2.37], [2.23, 5.87, -0.64], [1.17, 5.60, 0.40], [0.43, 4.34, 0.00], [1.40, 3.26, 0.12], [1.03, 2.18, -0.65], [1.75, 5.36, 1.74], [1.07, 5.42, 2.49], [2.04, 4.39, 1.58], [2.55, 5.95, 1.99], [2.93, 6.67, -0.30], [1.66, 6.30, -1.48], [2.80, 4.97, -0.95], [0.54, 6.47, 0.50], [0.09, 4.27, -1.03], [-0.42, 4.15, 0.68], [1.82, 1.44, -0.46], [1.03, 2.38, -1.73], [0.06, 1.84, -0.33], [3.78, -3.65, -0.87], [4.11, -2.92, 0.43], [3.86, -1.40, 0.33], [3.77, -0.81, 1.63], [3.63, 0.56, 1.64], [3.13, -3.56, 1.47], [2.19, -3.27, 1.24], [3.15, -4.64, 1.58], [3.31, -3.34, 2.46], [2.75, -3.40, -1.14], [3.98, -4.70, -0.93], [4.33, -3.15, -1.68], [5.11, -3.13, 0.81], [3.02, -1.16, -0.31], [4.75, -0.91, -0.11], [4.62, 1.00, 1.44], [3.21, 0.96, 2.60], [3.10, 0.92, 0.81], [3.81, -7.11, 2.67], [4.77, -5.81, 2.16], [2.64, -6.01, 1.98], [3.99, -7.80, 1.24], [2.57, -8.09, 3.02], [5.03, -7.77, 3.28], [3.51, -6.24, 4.05], [-0.09, -2.36, 0.46], [0.32, -3.62, 0.20], [0.82, -1.64, 1.23], [-0.33, -1.66, -0.86], [-1.12, -2.32, -1.61], [-0.88, -0.44, -0.67], [0.74, -1.46, -1.58], [-0.26, -4.66, 1.10], [-0.23, -6.06, 0.54], [-1.05, -6.17, -0.17], [0.70, -6.25, 0.02], [-0.35, -6.74, 1.37], [-1.30, -4.38, 1.30], [0.31, -4.58, 2.01], [-1.08, -2.35, 0.93], [-4.48, 0.33, 1.01], [-5.47, 1.28, 1.66], [-3.24, 0.57, 1.48], [-4.93, -1.13, 1.36], [-5.33, -1.23, 2.56], [-6.00, -1.52, 0.55], [-3.91, -1.99, 1.17], [-6.78, 1.27, 1.17], [-7.80, 0.62, 2.16], [-8.81, 0.89, 1.84], [-7.73, -0.49, 2.03], [-7.55, 0.96, 3.13], [-6.93, 0.77, 0.23], [-7.13, 2.29, 1.05], [-4.71, 0.52, -0.08]], "multiplicity": 1, "e_tot_ev": -90094.0286, "charge": 1, "fmax_ha_per_bohr": 0.097}


{"formula": "C25H22BN4O2PSc", "method": "wB97M-V/def2-TZVPD", "species": ["Sc", "O", "C", "O", "C", "C", "C", "C", "C", "C", "P", "C", "C", "C", "C", "C", "C", "C", "C", "C", "C", "C", "C", "H", "H", "H", "H", "H", "H", "H", "H", "H", "H", "H", "H", "H", "H", "B", "N", "C", "C", "C", "N", "N", "C", "C", "C", "N", "H", "H", "H", "H", "H", "H", "H", "H"], "positions_angstrom": [[-0.01, 0.78, 0.39], [2.06, 1.04, 0.34], [2.09, -0.09, 0.93], [1.23, -0.96, 0.57], [2.78, -0.24, 2.24], [4.14, -0.50, 2.36], [4.69, -0.59, 3.64], [3.90, -0.41, 4.76], [2.54, -0.13, 4.62], [1.97, -0.06, 3.36], [0.21, 0.39, 3.12], [-0.16, 1.69, 4.31], [0.06, 3.02, 3.96], [-0.18, 4.02, 4.88], [-0.64, 3.71, 6.15], [-0.86, 2.39, 6.50], [-0.62, 1.38, 5.59], [-0.79, -1.05, 3.54], [-0.22, -2.28, 3.83], [-1.04, -3.38, 4.08], [-2.42, -3.24, 4.05], [-2.99, -2.00, 3.75], [-2.18, -0.91, 3.49], [4.75, -0.62, 1.49], [5.75, -0.80, 3.75], [4.34, -0.48, 5.75], [1.94, 0.03, 5.51], [0.42, 3.28, 2.97], [-0.01, 5.06, 4.61], [-0.82, 4.50, 6.87], [-1.23, 2.13, 7.49], [-0.82, 0.35, 5.86], [0.85, -2.40, 3.86], [-0.60, -4.34, 4.31], [-3.06, -4.09, 4.24], [-4.06, -1.89, 3.71], [-2.63, 0.05, 3.26], [-2.62, 1.90, 0.14], [-2.68, 0.62, -0.75], [-3.61, 0.06, -1.51], [-3.10, -1.12, -2.04], [-1.82, -1.21, -1.54], [-1.56, -0.15, -0.75], [-1.70, 2.98, -0.51], [-1.91, 4.09, -1.20], [-0.68, 4.63, -1.57], [0.25, 3.74, -1.06], [-0.37, 2.75, -0.41], [-3.71, 2.32, 0.38], [-2.00, 1.54, 1.15], [-4.58, 0.52, -1.62], [-3.60, -1.81, -2.70], [-1.07, -1.97, -1.68], [-2.91, 4.45, -1.37], [-0.51, 5.53, -2.12], [1.33, 3.76, -1.11]], "multiplicity": 1, "e_tot_ev": -67002.7957, "charge": 1, "fmax_ha_per_bohr": 0.010}


{"formula": "CH2LiOYb", "method": "wB97M-V/def2-TZVPD", "species": ["C", "O", "H", "Yb", "Li", "H"], "positions_angstrom": [[1.02, -0.91, 0.16], [0.95, -1.26, -1.03], [1.67, -0.93, 1.04], [-1.11, 0.56, 0.60], [-0.25, -2.91, -1.00], [0.70, -2.45, 0.48]], "multiplicity": 2, "s2": 0.76, "e_tot_ev": -34844.5240, "charge": 0, "fmax_ha_per_bohr": 0.081}


{"formula": "C4H11NOS", "method": "wB97M-V/def2-TZVPD", "species": ["N", "C", "C", "O", "H", "H", "H", "H", "H", "C", "S", "C", "H", "H", "H", "H", "H", "H"], "positions_angstrom": [[-1.74, -0.46, -0.68], [-0.73, -0.48, -1.74], [-1.20, 0.35, -2.92], [-0.47, 0.91, -3.67], [-1.71, -1.34, -0.18], [-1.49, 0.25, 0.00], [-0.56, -1.51, -2.07], [0.24, -0.09, -1.41], [-2.31, 0.37, -3.00], [2.18, -0.06, 0.87], [0.88, 1.21, 1.12], [0.03, 0.51, 2.57], [1.73, -1.03, 0.70], [2.83, -0.09, 1.75], [2.80, 0.28, 0.05], [-0.79, 1.18, 2.80], [-0.39, -0.47, 2.36], [0.69, 0.45, 3.44]], "multiplicity": 1, "e_tot_ev": -18698.5205, "charge": 0, "fmax_ha_per_bohr": 0.016, "smiles": "NCC=O.CSC"}


{"formula": "C2HFI2O", "method": "wB97M-V/def2-TZVPD", "species": ["C", "C", "O", "F", "I", "I", "H"], "positions_angstrom": [[-0.23, -0.91, -0.16], [-0.13, 0.41, 0.34], [0.41, -1.91, 0.21], [0.46, 0.61, 1.54], [2.12, 1.17, -1.04], [-1.80, 1.75, 0.07], [-0.83, -1.11, -0.97]], "multiplicity": 3, "s2": 2.02, "e_tot_ev": -23052.8136, "charge": 0, "fmax_ha_per_bohr": 0.074}